No. 1
A molecular structure, C24H28AuN3O7Te at a distorted geometry. Source: OMol25; level of theory: ωB97M-V with the def2-TZVPD basis set.

Charge = -2
LUMO energy = 3.94 eV

Element x y z (Å)
Au 0.296 -0.766 0.713
C -0.721 0.798 3.947
Te 0.280 1.726 2.231
C 2.079 1.539 3.409
H -0.350 -0.214 4.123
H -1.795 0.757 3.771
H -0.538 1.398 4.842
H 1.926 2.017 4.378
H 2.889 2.028 2.875
H 2.323 0.488 3.567
C 2.387 -1.182 0.564
C 2.786 -2.562 0.842
C 3.071 -2.998 2.149
C 3.525 -4.280 2.405
C 3.694 -5.195 1.372
C 3.378 -4.800 0.076
C 2.931 -3.517 -0.181
H 2.643 -0.876 -0.452
H 2.820 -0.476 1.274
H 2.932 -2.299 2.966
H 3.752 -4.581 3.423
H 4.065 -6.194 1.572
H 3.488 -5.507 -0.740
H 2.676 -3.225 -1.194
C -5.341 0.156 2.167
C -5.284 0.814 0.791
C -4.229 0.193 -0.138
C -4.115 1.062 -1.414
C -3.281 0.449 -2.539
C -4.705 -1.186 -0.535
O -5.857 -1.429 -0.866
N -3.756 -2.150 -0.512
C -2.371 -1.983 -0.217
O -1.654 -2.931 -0.468
N -1.983 -0.818 0.353
C -2.843 0.214 0.534
O -2.574 1.220 1.171
H -6.087 0.651 2.792
H -4.375 0.235 2.666
H -5.607 -0.900 2.088
H -5.055 1.874 0.904
H -6.252 0.707 0.298
H -3.672 2.012 -1.111
H -5.128 1.252 -1.779
H -2.230 0.369 -2.258
H -3.345 1.078 -3.428
H -3.642 -0.546 -2.805
H -4.023 -3.063 -0.844
O 0.858 4.139 -0.390
C 1.748 3.285 -0.338
O 2.120 2.580 0.644
C 2.563 2.999 -1.598
C 3.890 3.410 -1.668
C 4.673 3.097 -2.772
C 4.141 2.375 -3.822
C 2.811 1.967 -3.754
C 2.024 2.269 -2.645
N 2.250 1.232 -4.857
O 2.977 0.939 -5.795
O 1.073 0.940 -4.831
H 4.311 3.961 -0.836
H 5.706 3.420 -2.816
H 4.726 2.112 -4.691
H 1.002 1.918 -2.610


No. 2
A gas-phase ion, C14H16N (charge +1) at a distorted geometry. Source: OMol25; level of theory: ωB97M-V with the def2-TZVPD basis set.

Energy relative to the best compared isomer or geometry (same formula, charge and spin) = 106.0 kcal per mole
Charge = +1
LUMO energy = -4.73 eV
Structure (SMILES) = C=CCCC#C/C(=[NH+]/C)c1ccccc1

Element x y z (Å)
C -1.887 0.269 -1.078
C -0.950 -0.546 -1.100
C 3.269 1.620 0.773
C 2.385 1.953 -0.237
C 3.016 0.303 1.349
C 1.357 1.138 -0.775
C 2.087 -0.584 0.848
C 1.246 -0.152 -0.252
C -3.028 1.151 -1.217
C -3.033 0.338 1.167
C -1.900 0.227 1.910
C -3.296 1.527 0.323
C 0.333 -1.063 -0.769
C 1.660 -3.173 -0.964
N 0.515 -2.378 -0.937
H 4.165 2.171 1.179
H 2.355 2.978 -0.721
H 3.488 0.137 2.282
H 0.716 1.482 -1.593
H 1.842 -1.418 1.406
H -2.612 1.936 -1.854
H -3.773 0.606 -1.765
H -3.774 -0.433 1.189
H -2.709 2.460 0.480
H -1.142 1.026 1.978
H -1.688 -0.698 2.407
H -4.415 1.869 0.415
H 1.473 -4.121 -0.565
H 1.970 -3.249 -1.984
H 2.484 -2.544 -0.429
H -0.153 -2.832 -1.465


No. 3
A molecular structure, CH10LiN2O4. Source: OMol25; level of theory: ωB97M-V with the def2-TZVPD basis set.

Energy relative to the best compared isomer or geometry (same formula, charge and spin) = 0.0 kcal per mole
Charge = +1
LUMO energy = -2.89 eV

Element x y z (Å)
Li 0.473 -0.161 -1.167
C -0.456 0.155 1.864
O -0.226 -0.053 0.658
N -0.189 -0.760 2.824
N -0.934 1.359 2.287
H -0.366 -0.564 3.790
H -0.063 -1.711 2.534
H -1.111 2.049 1.582
H -1.345 1.469 3.194
O 0.788 -2.086 -1.121
H 1.459 -2.527 -1.661
H 0.717 -2.617 -0.319
O 1.372 1.535 -1.484
H 1.941 2.184 -1.053
H 1.352 1.798 -2.415
O -0.767 -0.005 -3.043
H -1.355 0.734 -3.250
H -1.291 -0.798 -3.222


No. 4
A molecular structure, C4H12N2 at a distorted geometry. Source: OMol25; level of theory: ωB97M-V with the def2-TZVPD basis set.

Energy relative to the best compared isomer or geometry (same formula, charge and spin) = 125.3 kcal per mole
LUMO energy = 0.89 eV

Element x y z (Å)
C 1.161 -1.000 -1.457
N 1.295 0.018 -0.524
C 0.896 -0.268 0.842
C -0.559 -0.617 0.873
C -1.404 0.657 0.681
N -0.663 1.723 -0.490
H 0.405 -0.731 -2.253
H 0.941 -2.024 -1.070
H 2.065 -0.989 -2.120
H 0.879 0.927 -0.813
H 1.443 -1.157 1.231
H 1.212 0.473 1.700
H -0.748 -1.407 0.124
H -0.660 -0.985 1.846
H -2.186 0.457 -0.048
H -1.937 1.024 1.581
H -1.503 2.278 -0.815
H -0.636 1.619 0.711


No. 5
A molecular structure, C31H34MoN4O2PSSe2 at a distorted geometry. Source: OMol25; level of theory: ωB97M-V with the def2-TZVPD basis set.

Energy relative to the best compared isomer or geometry (same formula, charge and spin) = 0.0 kcal per mole
Charge = +3
2S+1 = 3
LUMO energy (alpha / beta) = -10.11 / -9.66 eV

Element x y z (Å)
Mo 0.232 1.829 -0.795
C 4.503 2.486 -0.957
C 3.151 2.720 -1.501
O 2.139 2.051 -1.037
N 2.932 3.583 -2.440
C 1.583 3.875 -2.958
C 0.751 4.681 -1.985
C 0.594 6.036 -2.162
C -0.174 6.764 -1.263
C -0.757 6.109 -0.193
C -0.565 4.752 -0.066
N 0.173 4.033 -0.941
H 4.703 1.416 -0.936
H 4.535 2.852 0.071
H 5.267 3.004 -1.536
H 3.727 4.057 -2.849
H 1.095 2.949 -3.218
H 1.697 4.428 -3.883
H 1.067 6.524 -3.005
H -0.319 7.829 -1.404
H -1.356 6.637 0.535
H -1.006 4.210 0.757
Se -1.955 1.929 -1.871
P -1.901 -0.310 -1.822
Se 0.244 -0.678 -1.438
C -2.531 -1.005 -3.321
C -3.903 -0.852 -3.563
C -4.445 -1.425 -4.700
C -3.629 -2.143 -5.574
C -2.270 -2.282 -5.329
C -1.707 -1.708 -4.198
C -2.941 -0.855 -0.475
C -3.573 0.032 0.394
C -4.436 -0.462 1.363
C -4.659 -1.830 1.462
C -4.025 -2.716 0.594
C -3.172 -2.234 -0.386
H -4.536 -0.298 -2.877
H -5.504 -1.318 -4.905
H -4.063 -2.599 -6.457
H -1.645 -2.837 -6.020
H -0.646 -1.809 -4.001
H -3.413 1.097 0.311
H -4.949 0.224 2.029
H -5.348 -2.210 2.210
H -4.217 -3.782 0.662
H -2.698 -2.921 -1.081
C -0.505 -3.671 3.025
C -0.985 -2.437 3.792
C -0.936 -1.161 2.967
N 0.474 -0.907 2.554
C 0.935 0.103 1.889
S -0.135 1.471 1.499
N 2.219 0.235 1.499
C 3.254 -0.768 1.215
O 3.838 -0.588 0.182
C 3.497 -1.842 2.186
C 3.913 -3.080 1.701
C 4.205 -4.099 2.592
C 4.118 -3.870 3.961
C 3.737 -2.621 4.447
C 3.421 -1.605 3.562
H -0.624 -4.565 3.636
H 0.558 -3.618 2.752
H -1.082 -3.811 2.105
H -0.396 -2.300 4.706
H -2.021 -2.572 4.107
H -1.299 -0.312 3.546
H -1.548 -1.254 2.074
H 1.148 -1.602 2.836
H 2.398 1.053 0.960
H 4.002 -3.232 0.630
H 4.514 -5.069 2.222
H 4.370 -4.662 4.657
H 3.706 -2.437 5.515
H 3.173 -0.614 3.937


No. 6
A gas-phase ion, C4H9N2O (charge +1) at a distorted geometry. Source: OMol25; level of theory: ωB97M-V with the def2-TZVPD basis set.

Energy relative to the best compared isomer or geometry (same formula, charge and spin) = 85.9 kcal per mole
Charge = +1
2S+1 = 3
LUMO energy (alpha / beta) = -4.11 / -6.45 eV

Element x y z (Å)
C -0.040 1.300 0.466
C 0.718 0.283 -0.138
C -1.742 -0.605 -0.461
C -1.046 -1.568 0.414
N -1.322 1.494 0.412
N 2.102 0.817 -0.346
O -2.013 0.652 -0.309
H 0.611 2.023 0.948
H 0.632 -0.425 -0.939
H -2.278 -1.176 -1.121
H -1.199 -1.122 1.494
H -0.070 -1.734 0.140
H -1.659 -2.576 0.497
H 2.343 1.302 0.517
H 2.199 1.303 -1.276
H 2.764 0.031 -0.299


No. 7
A gas-phase ion, C7H10N4O3 (charge +2) at a distorted geometry. Source: OMol25; level of theory: ωB97M-V with the def2-TZVPD basis set.

Charge = +2
LUMO energy (alpha / beta) = -12.58 / -12.28 eV

Element x y z (Å)
C -0.139 -0.107 1.409
C -0.651 -0.352 -1.051
C -2.077 0.279 2.883
C -3.525 1.296 1.279
C -0.911 -0.679 0.467
C 1.700 -0.316 -0.233
C 1.104 0.355 -2.535
N -0.631 0.309 2.600
N 0.712 -0.042 -1.195
N 1.102 0.082 1.058
N -2.660 0.557 1.710
O -1.461 -0.319 -1.919
O -2.552 0.104 3.966
O 2.079 -1.626 -0.418
H -3.638 1.230 0.162
H -4.151 2.094 1.761
H -1.630 -1.411 0.610
H 2.466 0.517 -0.425
H 0.375 0.073 -3.352
H 1.230 1.418 -2.560
H 1.965 -0.306 -2.719
H -0.044 0.447 3.397
H 1.699 0.649 1.597
H 2.897 -1.946 0.015


No. 8
13 unconnected molecules or ions with the total composition H28N3O16S2 at a distorted geometry. Source: OMol25; level of theory: ωB97M-V with the def2-TZVPD basis set.

Charge = -1
LUMO energy = 0.87 eV

Element x y z (Å)
N -17.345 3.343 -8.027
H -17.620 3.348 -8.999
H -17.522 2.452 -7.586
H -17.855 4.001 -7.456
H -16.426 3.739 -7.887
N -19.217 -1.065 -7.029
H -18.690 -0.204 -7.060
H -19.765 -1.181 -7.869
H -19.960 -0.984 -6.349
H -18.673 -1.916 -7.012
N -20.186 1.168 -3.442
H -19.384 1.534 -3.934
H -19.987 0.470 -2.739
H -20.703 0.709 -4.179
H -20.781 1.909 -3.100
S -17.587 1.261 -5.319
O -18.574 2.278 -5.077
O -17.899 -0.036 -4.651
O -17.652 1.048 -6.713
O -16.263 1.675 -4.911
S -22.610 -0.842 -5.214
O -23.239 -0.272 -6.360
O -23.140 -0.185 -4.023
O -22.895 -2.230 -5.219
O -21.176 -0.649 -5.256
O -18.606 -3.615 -8.484
H -17.860 -3.341 -9.018
H -18.678 -4.557 -8.637
O -16.575 -2.048 -5.886
H -15.748 -2.320 -5.488
H -16.845 -1.283 -5.379
O -16.931 -0.458 -8.881
H -16.224 -1.005 -8.538
H -17.258 0.017 -8.117
O -21.776 -1.712 -8.507
H -21.940 -1.664 -9.448
H -22.596 -1.424 -8.105
O -17.005 -5.141 -6.210
H -16.054 -5.100 -6.109
H -17.245 -4.288 -6.572
O -20.956 -3.829 -6.475
H -21.538 -3.286 -5.943
H -21.253 -3.690 -7.374
O -19.772 0.978 -9.163
H -19.610 1.893 -9.395
H -19.106 0.488 -9.645
O -18.224 -3.552 -3.954
H -17.792 -4.334 -3.610
H -17.568 -3.145 -4.519


No. 9
C4H8FNO2 in the gas phase at a distorted geometry. Source: OMol25; level of theory: ωB97M-V with the def2-TZVPD basis set.

Energy relative to the best compared isomer or geometry (same formula, charge and spin) = 29.1 kcal per mole
LUMO energy = 0.17 eV
Structure (SMILES) = C[C@H](F)CNC(=O)O

Element x y z (Å)
C -1.438 0.129 -1.452
C -0.136 -0.714 -0.963
F -0.150 -2.025 -1.567
C -0.210 -0.732 0.627
N 1.081 -0.507 1.339
C 1.766 0.724 0.926
O 2.987 0.720 0.703
O 1.064 1.944 0.694
H -1.599 0.080 -2.573
H -2.315 -0.327 -0.860
H -1.294 1.188 -1.042
H 0.754 -0.166 -1.410
H -0.580 -1.776 0.950
H -1.006 -0.004 1.037
H 0.832 -0.470 2.342
H 0.245 1.937 1.248


No. 10
A molecular structure, C51H97F3I2NO20S at a distorted geometry. Source: OMol25; level of theory: ωB97M-V with the def2-TZVPD basis set.

Energy relative to the best compared isomer or geometry (same formula, charge and spin) = 0.0 kcal per mole
Charge = +1
LUMO energy = -3.23 eV

Element x y z (Å)
C 5.951 -2.291 4.628
C 6.088 -1.653 3.221
C 4.936 -0.660 2.937
C 4.962 -0.260 1.454
C 5.837 1.022 1.325
N 3.703 -0.142 0.647
C 3.052 1.199 0.653
C 2.655 1.459 2.103
C 1.851 2.775 2.200
C 0.836 2.830 3.339
C 0.163 4.199 3.325
F -0.448 4.481 4.450
F -0.789 4.163 2.367
F 0.973 5.187 2.988
O 2.093 0.295 2.688
C 1.612 -0.740 1.811
C 0.217 -0.245 1.351
C -0.940 -0.639 2.314
C -0.690 -0.481 3.814
C -2.011 -0.378 4.603
C -1.925 -1.104 5.976
C -2.954 -2.232 6.068
C -2.784 -3.311 4.976
C -4.144 -3.750 4.377
O -4.151 -3.619 2.965
C -3.361 -4.614 2.324
C 2.634 -1.225 0.723
C 3.317 -2.610 0.935
C 3.205 -3.343 2.292
C 3.590 -4.830 2.028
S 3.111 -5.812 3.510
C 1.973 -1.357 -0.685
I 2.490 -0.069 -2.317
C 1.031 -2.200 -1.017
C 0.398 -2.324 -2.378
I 0.176 -3.619 0.351
H 6.814 -2.024 5.232
H 5.060 -1.864 5.092
H 5.791 -3.363 4.576
H 5.945 -2.461 2.493
H 7.066 -1.222 3.013
H 4.007 -1.047 3.343
H 5.180 0.219 3.539
H 5.615 -0.966 0.948
H 5.761 1.484 0.339
H 5.636 1.749 2.109
H 6.874 0.714 1.443
H 4.057 -0.234 -0.317
H 3.647 1.972 0.178
H 2.126 1.184 0.082
H 3.579 1.666 2.651
H 2.576 3.585 2.228
H 1.291 2.895 1.264
H 1.250 2.637 4.327
H 0.035 2.146 3.083
H 1.364 -1.543 2.497
H 0.151 0.843 1.305
H -0.149 -0.581 0.382
H -1.749 0.050 2.044
H -1.320 -1.640 2.103
H -0.032 0.330 4.116
H -0.211 -1.398 4.178
H -2.275 0.657 4.815
H -2.783 -0.907 4.040
H -2.129 -0.408 6.792
H -0.935 -1.525 6.175
H -3.963 -1.822 6.122
H -2.805 -2.729 7.030
H -2.100 -3.023 4.176
H -2.366 -4.204 5.445
H -4.953 -3.138 4.775
H -4.391 -4.783 4.652
H -3.806 -4.801 1.347
H -2.354 -4.208 2.162
H -3.333 -5.522 2.927
H 4.380 -2.626 0.669
H 2.976 -3.349 0.221
H 2.198 -3.426 2.679
H 3.907 -3.036 3.061
H 4.663 -4.953 1.901
H 3.002 -5.252 1.217
H 4.062 -5.528 4.426
H -0.190 -1.418 -2.565
H -0.289 -3.162 -2.417
H 1.133 -2.396 -3.174
C -2.247 2.488 -1.123
C -2.115 1.431 -2.201
O -3.379 1.131 -2.799
C -3.808 2.018 -3.703
O -3.215 3.009 -4.055
O -5.003 1.627 -4.133
C -5.627 2.532 -5.052
H -3.001 2.195 -0.391
H -1.294 2.637 -0.611
H -2.560 3.442 -1.546
H -1.762 0.499 -1.755
H -1.392 1.722 -2.965
H -4.967 2.763 -5.886
H -5.920 3.445 -4.536
H -6.517 2.039 -5.432
C -0.583 2.745 -7.393
C -0.250 1.428 -6.722
O 0.543 0.595 -7.581
C 1.839 0.914 -7.662
O 2.389 1.813 -7.076
O 2.414 0.075 -8.524
C 3.793 0.350 -8.785
H -1.050 2.571 -8.363
H -1.261 3.330 -6.771
H 0.317 3.334 -7.568
H -1.170 0.879 -6.520
H 0.253 1.581 -5.765
H 4.363 0.415 -7.861
H 3.888 1.274 -9.354
H 4.176 -0.474 -9.381
C 9.041 -6.416 10.088
C 9.271 -5.314 9.076
O 8.226 -5.280 8.089
C 7.086 -4.711 8.478
O 6.864 -4.218 9.553
O 6.215 -4.792 7.462
C 4.915 -4.289 7.769
H 8.906 -7.374 9.585
H 9.888 -6.490 10.770
H 8.143 -6.229 10.675
H 10.193 -5.502 8.528
H 9.369 -4.341 9.556
H 4.966 -3.276 8.165
H 4.413 -4.947 8.477
H 4.346 -4.272 6.842
C -1.330 -1.426 -10.479
C -1.768 -0.222 -9.673
O -2.935 0.393 -10.241
C -4.091 -0.222 -9.986
O -4.235 -1.216 -9.319
O -5.063 0.449 -10.608
C -6.358 -0.145 -10.489
H -1.196 -1.154 -11.527
H -0.391 -1.822 -10.092
H -2.079 -2.216 -10.443
H -0.987 0.534 -9.693
H -1.945 -0.481 -8.629
H -6.611 -0.331 -9.447
H -6.397 -1.073 -11.059
H -7.072 0.558 -10.908
C -4.949 -1.459 -0.507
C -4.977 -1.368 1.006
O -4.771 -0.014 1.448
C -5.832 0.792 1.356
O -6.926 0.485 0.961
O -5.462 2.009 1.771
C -6.483 3.004 1.652
H -4.031 -1.017 -0.901
H -5.008 -2.500 -0.827
H -5.783 -0.916 -0.951
H -4.162 -1.948 1.425
H -5.903 -1.769 1.416
H -7.403 2.683 2.138
H -6.668 3.226 0.602
H -6.117 3.900 2.145
C -3.066 6.320 -4.359
C -2.867 6.365 -2.860
O -2.560 7.691 -2.405
C -3.604 8.519 -2.308
O -4.752 8.245 -2.548
O -3.150 9.710 -1.910
C -4.154 10.726 -1.838
H -2.205 6.750 -4.873
H -3.202 5.292 -4.691
H -3.941 6.898 -4.658
H -2.011 5.749 -2.585
H -3.735 5.974 -2.328
H -4.998 10.404 -1.233
H -4.486 10.994 -2.841
H -3.696 11.595 -1.373


Q: Number 4 is which compound?
A: C4H12N2